No. 1
{
  "formula": "C4H11N2O",
  "method": "wB97M-V/def2-TZVPD",
  "spin_multiplicity": 1,
  "gap_ev": 10.731,
  "relative_energy_kcal_mol": 24.3,
  "total_charge": 1,
  "e_tot_ha": -343.5254,
  "elements": ["C", "C", "N", "C", "O", "C", "N", "H", "H", "H", "H", "H", "H", "H", "H", "H", "H", "H"],
  "positions_angstrom": [[-0.64, -1.78, -1.66], [-1.34, -1.09, -0.50], [-0.45, -1.02, 0.69], [0.49, -0.09, 0.85], [1.44, -0.20, 1.63], [0.24, 1.32, 0.38], [1.38, 2.17, 0.90], [-0.19, -2.69, -1.27], [-1.33, -2.03, -2.46], [0.20, -1.15, -1.98], [-1.68, -0.07, -0.67], [-2.25, -1.56, -0.14], [-0.33, -1.87, 1.21], [0.30, 1.34, -0.72], [-0.69, 1.83, 0.61], [1.08, 2.87, 1.56], [1.94, 1.47, 1.45], [1.85, 2.55, 0.09]],
  "nbo_charge": [-0.62, -0.22, -0.56, 0.64, -0.61, -0.33, -0.69, 0.22, 0.24, 0.20, 0.19, 0.23, 0.42, 0.24, 0.26, 0.44, 0.48, 0.45]
}

---

No. 2
{
  "formula": "C6H10O",
  "method": "wB97M-V/def2-TZVPD",
  "spin_multiplicity": 1,
  "gap_ev": 10.717,
  "relative_energy_kcal_mol": 15.8,
  "total_charge": 0,
  "e_tot_ha": -309.8171,
  "elements": ["C", "C", "O", "C", "C", "C", "C", "H", "H", "H", "H", "H", "H", "H", "H", "H", "H"],
  "positions_angstrom": [[0.08, 0.29, 2.01], [0.72, 0.50, 0.65], [1.28, -0.73, 0.19], [0.98, -0.94, -1.19], [-0.24, -0.10, -1.51], [-1.39, -0.25, -0.55], [-0.37, 0.85, -0.35], [-0.71, -0.45, 1.88], [-0.41, 1.22, 2.32], [0.77, -0.04, 2.78], [1.50, 1.28, 0.69], [1.81, -0.64, -1.84], [0.81, -2.02, -1.31], [-0.43, 0.21, -2.53], [-1.37, -1.13, 0.09], [-2.39, 0.05, -0.85], [-0.64, 1.89, -0.48]],
  "nbo_charge": [-0.61, 0.10, -0.54, -0.06, -0.26, -0.43, -0.25, 0.21, 0.21, 0.22, 0.17, 0.17, 0.18, 0.22, 0.21, 0.22, 0.23]
}

---

No. 3
{
  "formula": "C4H12O2",
  "method": "wB97M-V/def2-TZVPD",
  "spin_multiplicity": 1,
  "gap_ev": 10.606,
  "relative_energy_kcal_mol": 22.0,
  "total_charge": 0,
  "e_tot_ha": -310.0379,
  "elements": ["C", "C", "C", "O", "H", "H", "H", "H", "H", "H", "H", "H", "C", "O", "H", "H", "H", "H"],
  "positions_angstrom": [[-0.65, -0.05, -2.54], [-0.99, 0.43, -1.11], [-1.22, -0.70, -0.07], [0.12, 1.16, -0.59], [-1.09, -1.04, -2.59], [0.42, -0.17, -2.74], [-1.23, 0.52, -3.26], [-1.84, 1.11, -1.06], [-1.33, -0.40, 0.98], [-0.31, -1.27, -0.26], [-2.06, -1.36, -0.28], [0.33, 1.79, -1.27], [1.72, -0.22, 2.72], [1.59, 0.98, 2.06], [1.59, -1.15, 2.17], [2.77, -0.18, 3.02], [1.06, -0.28, 3.59], [1.12, 0.83, 1.24]],
  "nbo_charge": [-0.66, 0.10, -0.63, -0.74, 0.22, 0.23, 0.22, 0.16, 0.23, 0.21, 0.21, 0.47, -0.25, -0.73, 0.16, 0.17, 0.15, 0.49]
}

---

No. 4
{
  "formula": "C5H11NO2",
  "method": "wB97M-V/def2-TZVPD",
  "spin_multiplicity": 1,
  "gap_ev": 4.703,
  "relative_energy_kcal_mol": 197.3,
  "total_charge": 0,
  "e_tot_ha": -402.0638,
  "elements": ["C", "N", "C", "C", "C", "C", "O", "O", "H", "H", "H", "H", "H", "H", "H", "H", "H", "H", "H"],
  "positions_angstrom": [[1.91, 0.76, -1.27], [0.61, 1.24, -1.19], [0.01, 1.32, 0.03], [-1.37, 1.91, -0.02], [-0.20, -2.35, -0.38], [0.85, -2.02, 0.36], [-1.54, -0.51, 1.65], [2.53, 0.32, -0.34], [2.34, 0.77, -2.27], [-0.12, 0.10, 0.16], [0.62, 1.63, 0.87], [-1.68, 1.99, -1.06], [-1.30, 2.91, 0.42], [-2.01, 1.28, 0.59], [-1.15, -2.44, 0.15], [-0.16, -2.47, -1.45], [0.74, -1.82, 1.41], [1.77, -1.75, -0.15], [-1.85, -0.88, 2.48]],
  "nbo_charge": [0.46, -0.26, -0.26, -0.64, -0.36, -0.39, -0.97, -0.48, 0.14, 0.47, 0.26, 0.22, 0.23, 0.29, 0.23, 0.19, 0.22, 0.20, 0.44]
}

---

No. 5
{
  "formula": "C3H6ClN",
  "method": "wB97M-V/def2-TZVPD",
  "spin_multiplicity": 1,
  "gap_ev": 10.304,
  "relative_energy_kcal_mol": 13.1,
  "total_charge": 0,
  "e_tot_ha": -632.8059,
  "elements": ["C", "C", "Cl", "C", "N", "H", "H", "H", "H", "H", "H"],
  "positions_angstrom": [[0.23, -0.99, 1.34], [-0.24, 0.10, 0.69], [-0.01, 1.61, 1.39], [-0.63, 0.06, -0.73], [0.39, 0.79, -1.51], [0.85, -0.87, 2.33], [-0.09, -1.98, 1.03], [-0.79, -0.99, -0.94], [-1.63, 0.56, -0.76], [1.19, 0.23, -1.89], [0.75, 1.48, -0.95]],
  "nbo_charge": [-0.42, -0.05, 0.01, -0.27, -0.82, 0.21, 0.21, 0.21, 0.19, 0.37, 0.36]
}

---

No. 6
{
  "formula": "C3H5ClN2",
  "method": "wB97M-V/def2-TZVPD",
  "spin_multiplicity": 1,
  "gap_ev": 10.308,
  "relative_energy_kcal_mol": 27.7,
  "total_charge": 0,
  "e_tot_ha": -686.9517,
  "elements": ["Cl", "C", "N", "C", "C", "N", "H", "H", "H", "H", "H"],
  "positions_angstrom": [[2.80, 0.27, -0.23], [1.15, 0.07, 0.34], [0.64, -1.28, -0.02], [-0.59, -1.15, -0.23], [-1.21, 0.21, -0.15], [0.18, 1.13, 0.11], [1.18, 0.14, 1.51], [-1.10, -2.07, -0.61], [-1.88, 0.60, -0.96], [-1.67, 0.22, 0.79], [0.51, 1.85, -0.54]],
  "nbo_charge": [-0.02, 0.04, -0.38, 0.08, -0.29, -0.66, 0.19, 0.21, 0.23, 0.21, 0.39]
}

---

No. 7
{
  "formula": "C21H12BrN4OPbS2",
  "method": "wB97M-V/def2-TZVPD",
  "spin_multiplicity": 1,
  "gap_ev": 6.319,
  "relative_energy_kcal_mol": 0.0,
  "total_charge": -1,
  "e_tot_ha": -4665.0455,
  "elements": ["Pb", "Br", "C", "C", "C", "C", "O", "C", "C", "N", "C", "C", "C", "C", "C", "C", "C", "C", "N", "C", "C", "H", "H", "H", "H", "H", "H", "H", "H", "H", "H", "S", "C", "S", "C", "C", "N", "C", "N", "C", "H", "H"],
  "positions_angstrom": [[0.49, 1.64, -0.58], [-6.66, 0.14, 2.65], [-5.05, 0.85, 1.91], [-5.09, 2.07, 1.21], [-3.95, 2.57, 0.67], [-2.68, 1.90, 0.75], [-1.66, 2.43, 0.23], [-2.67, 0.66, 1.50], [-1.51, -0.12, 1.75], [-0.32, 0.01, 1.26], [0.62, -0.98, 1.55], [0.28, -2.30, 1.81], [1.23, -3.28, 2.13], [2.56, -2.97, 2.16], [2.98, -1.67, 1.82], [4.35, -1.31, 1.74], [4.70, -0.06, 1.33], [3.68, 0.84, 0.98], [2.41, 0.55, 1.07], [2.02, -0.67, 1.50], [-3.87, 0.19, 2.07], [-6.03, 2.61, 1.12], [-3.95, 3.51, 0.13], [-1.69, -0.93, 2.46], [-0.76, -2.60, 1.73], [0.90, -4.29, 2.33], [3.30, -3.72, 2.41], [5.10, -2.05, 1.99], [5.74, 0.23, 1.24], [3.93, 1.83, 0.60], [-3.85, -0.74, 2.63], [0.95, -0.56, -3.38], [0.33, 0.93, -4.04], [-0.37, 2.17, -3.10], [0.46, 1.08, -5.42], [-0.01, 2.24, -6.10], [-0.39, 3.15, -6.69], [1.08, 0.10, -6.24], [1.59, -0.67, -6.92], [0.62, -0.53, -1.61], [1.48, -1.06, -1.19], [-0.26, -1.16, -1.45]],
  "nbo_charge": [1.12, 0.00, -0.16, -0.20, -0.28, 0.44, -0.73, -0.21, 0.18, -0.53, 0.15, -0.24, -0.20, -0.20, -0.11, -0.13, -0.27, 0.06, -0.44, 0.21, -0.18, 0.22, 0.22, 0.15, 0.22, 0.21, 0.21, 0.21, 0.22, 0.20, 0.21, 0.30, -0.21, -0.23, -0.48, 0.32, -0.38, 0.31, -0.38, -1.02, 0.20, 0.21]
}

---

No. 8
{
  "formula": "C4H3INOS",
  "method": "wB97M-V/def2-TZVPD",
  "spin_multiplicity": 1,
  "gap_ev": [5.199, 5.289],
  "relative_energy_kcal_mol": 100.6,
  "total_charge": -1,
  "e_tot_ha": -979.9415,
  "elements": ["C", "C", "C", "C", "N", "O", "S", "I", "H", "H", "H"],
  "positions_angstrom": [[0.83, -0.96, 0.33], [1.01, -0.77, 1.64], [0.07, -0.18, -0.46], [-0.39, 1.79, 0.83], [-0.44, -0.71, -1.65], [-0.57, 0.98, -0.08], [1.25, -0.05, 3.06], [-1.04, 3.73, -0.08], [1.16, -1.91, -0.17], [-1.32, -0.22, -1.90], [-0.57, -1.68, -1.51]],
  "nbo_charge": [-0.51, -0.21, 0.40, 0.11, -0.82, -0.53, -0.08, -0.29, 0.19, 0.38, 0.36]
}